# 1
DFT (wB97M-V/def2-TZVPD) results for a 14-piece molecular cluster, C49H133N11O21 overall in a non-equilibrium geometry.

Last column: Mulliken charge in e.
Geometry (Å):
1 C -2.257 3.705 2.825  0.211
2 O -2.623 3.201 1.847  -0.158
3 N -1.125 4.148 2.913  -0.174
4 N -2.979 4.114 3.883  -0.477
5 H -0.696 4.613 3.701  0.270
6 H -0.549 3.810 2.155  -0.280
7 H -2.571 4.452 4.743  0.161
8 H -3.963 3.903 3.971  0.221
9 C -1.198 -0.422 -0.048  0.518
10 O -0.121 -0.879 -0.358  -1.074
11 N -2.331 -1.071 -0.309  1.566
12 N -1.241 0.755 0.593  3.464
13 H -2.416 -1.970 -0.761  0.015
14 H -3.156 -0.562 -0.024  -0.762
15 H -2.134 1.104 0.912  -1.175
16 H -0.381 1.235 0.816  -1.615
17 C 1.728 2.664 0.326  -0.458
18 O 0.859 2.441 1.455  0.109
19 H 2.011 1.698 -0.092  -0.145
20 H 1.158 3.223 -0.417  -0.377
21 H 2.615 3.248 0.573  0.393
22 H 1.255 2.036 2.230  -0.413
23 C 1.814 -0.193 -2.809  1.436
24 O 1.589 -1.489 -2.413  1.022
25 H 2.826 -0.286 -3.204  -0.163
26 H 1.147 0.022 -3.643  -0.082
27 H 1.779 0.552 -2.014  -1.299
28 H 0.981 -1.470 -1.671  -0.126
29 C 1.685 3.631 -3.457  0.025
30 O 1.742 4.664 -2.412  -0.600
31 H 1.213 2.726 -3.074  -0.025
32 H 1.170 4.078 -4.307  0.404
33 H 2.716 3.499 -3.787  -0.139
34 H 0.839 4.949 -2.253  0.292
35 C -5.740 3.340 0.304  -0.688
36 O -5.135 2.745 1.458  -0.627
37 H -5.731 4.423 0.425  0.389
38 H -5.201 2.951 -0.560  0.108
39 H -6.768 2.997 0.183  0.304
40 H -4.233 3.071 1.489  0.528
41 C 4.595 -2.990 -3.908  -0.246
42 O 3.356 -3.589 -4.119  -0.566
43 H 4.523 -2.029 -3.399  -0.075
44 H 5.129 -3.645 -3.219  0.353
45 H 5.159 -2.784 -4.817  0.156
46 H 2.662 -3.014 -3.790  0.187
47 C 2.015 -1.820 4.672  -0.604
48 O 0.648 -1.843 4.474  -0.078
49 C -0.002 -0.684 3.864  0.317
50 C 0.419 0.643 4.514  -1.383
51 N 1.610 1.229 3.906  0.974
52 C 1.872 2.665 4.383  0.347
53 C 3.255 3.188 3.909  -0.937
54 O 4.252 2.176 4.124  -0.058
55 C 4.452 1.879 5.499  -1.069
56 H 2.585 -1.876 3.745  0.144
57 H 2.329 -2.689 5.250  0.284
58 H 2.342 -0.984 5.290  0.262
59 H -1.078 -0.810 3.987  -0.452
60 H 0.156 -0.711 2.786  0.286
61 H 0.537 0.540 5.592  0.259
62 H -0.348 1.396 4.330  0.399
63 H 2.379 0.631 4.173  -0.395
64 H 1.785 2.811 5.459  0.604
65 H 1.085 3.247 3.903  -0.592
66 H 3.627 3.985 4.553  0.647
67 H 3.223 3.570 2.889  0.100
68 H 3.658 1.377 6.052  0.315
69 H 4.691 2.777 6.068  0.379
70 H 5.179 1.074 5.603  0.368
71 C -6.439 2.754 -4.054  -0.961
72 O -5.179 2.581 -3.373  -0.208
73 C -4.128 1.956 -4.115  -0.937
74 C -2.913 1.872 -3.144  0.508
75 N -2.546 3.257 -2.625  -0.349
76 C -1.752 3.298 -1.395  1.943
77 C -1.709 4.717 -0.804  -0.408
78 O -0.986 5.582 -1.619  -0.447
79 C -1.012 6.966 -1.215  -0.957
80 H -6.751 1.750 -4.339  0.321
81 H -6.336 3.324 -4.978  0.322
82 H -7.262 3.144 -3.456  0.268
83 H -4.012 2.594 -4.991  0.671
84 H -4.457 0.963 -4.420  0.308
85 H -2.008 1.696 -3.725  0.170
86 H -2.982 1.156 -2.325  -0.628
87 H -3.477 3.644 -2.566  0.429
88 H -0.764 2.841 -1.437  -0.785
89 H -2.373 2.614 -0.815  -0.840
90 H -1.249 4.737 0.184  0.072
91 H -2.770 4.961 -0.747  0.566
92 H -0.833 7.160 -0.158  0.330
93 H -1.990 7.410 -1.402  0.341
94 H -0.329 7.591 -1.791  0.301
95 C 2.737 -3.551 1.149  -0.397
96 O 3.663 -2.537 1.467  -0.541
97 C 3.331 -1.262 0.928  0.354
98 C 4.172 -0.124 1.608  -0.570
99 N 5.425 0.161 0.958  -0.014
100 C 6.051 1.255 1.764  -0.027
101 C 7.430 1.516 1.151  -0.931
102 O 8.260 0.431 1.365  -0.306
103 C 9.611 0.722 1.471  -0.866
104 H 1.708 -3.494 1.505  -0.151
105 H 3.043 -4.420 1.733  0.443
106 H 2.720 -3.867 0.106  0.339
107 H 2.301 -0.972 1.139  -0.368
108 H 3.402 -1.177 -0.157  0.674
109 H 4.320 -0.301 2.673  0.280
110 H 3.520 0.749 1.660  -0.628
111 H 5.981 -0.673 1.082  0.354
112 H 6.214 1.050 2.822  0.165
113 H 5.580 2.238 1.769  0.169
114 H 7.813 2.381 1.692  0.455
115 H 7.388 1.791 0.097  0.398
116 H 10.099 -0.219 1.219  0.267
117 H 9.991 1.162 2.393  0.300
118 H 9.899 1.373 0.645  0.344
119 C -1.614 0.197 -6.637  -0.846
120 O -2.048 -0.724 -5.699  -0.439
121 C -1.116 -1.601 -5.039  0.338
122 C -1.797 -2.245 -3.837  1.347
123 N -2.424 -3.454 -4.293  -0.329
124 C -3.171 -4.028 -3.152  -0.292
125 C -2.395 -4.680 -1.984  -0.961
126 O -1.833 -3.755 -1.106  -0.143
127 C -0.784 -4.275 -0.287  -0.920
128 H -1.012 -0.255 -7.424  0.350
129 H -1.092 0.994 -6.107  0.275
130 H -2.393 0.747 -7.166  0.294
131 H -0.184 -1.064 -4.861  -0.844
132 H -0.865 -2.328 -5.811  0.401
133 H -2.481 -1.557 -3.339  -0.788
134 H -1.024 -2.503 -3.113  -0.080
135 H -1.866 -4.073 -4.863  0.363
136 H -3.815 -4.767 -3.628  0.631
137 H -3.916 -3.345 -2.742  -0.506
138 H -1.677 -5.389 -2.396  0.456
139 H -3.058 -5.361 -1.451  0.478
140 H -0.570 -3.490 0.439  -0.162
141 H 0.092 -4.611 -0.842  0.397
142 H -1.187 -5.138 0.243  0.534
143 C 0.806 -5.783 5.774  -0.650
144 O 0.254 -6.240 4.564  -0.488
145 C 0.116 -5.137 3.597  -0.237
146 C -1.157 -4.321 3.948  0.344
147 N -2.428 -5.123 3.777  -0.421
148 C -3.524 -4.168 3.791  -0.445
149 C -3.923 -3.556 5.210  -0.376
150 O -4.191 -4.567 6.171  -0.446
151 C -4.702 -4.078 7.435  -0.742
152 H 0.237 -4.944 6.176  0.262
153 H 1.840 -5.462 5.649  0.293
154 H 0.771 -6.600 6.495  0.285
155 H 0.165 -5.514 2.576  0.162
156 H 1.015 -4.529 3.700  0.184
157 H -1.175 -3.367 3.421  -0.326
158 H -0.974 -3.920 4.945  0.155
159 H -2.603 -5.774 4.529  0.423
160 H -4.416 -4.748 3.557  0.457
161 H -3.445 -3.441 2.983  -0.107
162 H -4.737 -2.841 5.095  0.612
163 H -3.151 -2.975 5.714  0.180
164 H -4.817 -4.972 8.048  0.275
165 H -5.622 -3.500 7.347  0.294
166 H -3.986 -3.382 7.870  0.294
167 C -3.481 0.971 5.186  -0.462
168 O -3.988 -0.307 4.913  -0.301
169 C -4.675 -0.281 3.659  -1.576
170 C -3.737 -0.381 2.480  2.797
171 N -4.403 0.018 1.208  0.403
172 C -5.541 -0.872 0.923  -0.547
173 C -6.141 -0.489 -0.454  -1.094
174 O -5.233 -0.710 -1.508  0.419
175 C -5.647 -1.321 -2.744  -1.201
176 H -4.211 1.780 5.157  0.250
177 H -2.695 1.212 4.471  -0.115
178 H -3.051 0.967 6.188  0.380
179 H -5.417 0.516 3.608  0.318
180 H -5.270 -1.190 3.748  0.502
181 H -3.400 -1.415 2.412  -1.091
182 H -2.842 0.198 2.710  -1.001
183 H -4.701 0.983 1.181  -0.249
184 H -6.259 -0.837 1.743  0.608
185 H -5.157 -1.892 0.905  0.286
186 H -6.467 0.548 -0.372  0.127
187 H -6.967 -1.172 -0.651  0.572
188 H -4.796 -1.349 -3.424  0.216
189 H -6.528 -0.810 -3.133  0.354
190 H -5.860 -2.388 -2.673  0.467
191 C 1.927 -1.519 -6.659  -0.540
192 O 3.313 -1.714 -6.605  -0.232
193 C 4.117 -1.075 -7.608  -0.802
194 C 4.404 0.386 -7.285  -0.561
195 N 5.141 0.534 -6.066  -0.267
196 C 5.458 1.916 -5.661  -0.662
197 C 5.914 2.019 -4.065  -0.861
198 O 4.699 1.780 -3.348  0.304
199 C 4.907 1.936 -1.944  -0.716
200 H 1.623 -0.497 -6.430  0.267
201 H 1.619 -2.166 -5.838  0.090
202 H 1.589 -1.920 -7.614  0.392
203 H 3.687 -1.180 -8.604  0.433
204 H 5.064 -1.608 -7.692  0.325
205 H 3.481 0.964 -7.227  0.257
206 H 5.084 0.806 -8.026  0.464
207 H 4.553 -0.004 -5.444  0.105
208 H 4.579 2.542 -5.816  0.340
209 H 6.283 2.286 -6.271  0.383
210 H 6.290 3.027 -3.886  0.455
211 H 6.694 1.278 -3.891  0.342
212 H 3.962 1.780 -1.424  -0.235
213 H 5.280 2.935 -1.718  0.484
214 H 5.605 1.186 -1.573  0.361

Values from the calculation:
Highest occupied orbital energy in eV: -8.0
Total energy in eV: -112345.663
Frontier orbital gap in eV: 7.95
F_max in eV/Å: 10.71

# 2
DFT (wB97M-V/def2-TZVPD) results for a 17-piece molecular cluster, C49H141N9O22 overall in a non-equilibrium geometry.

Last column: Mulliken charge in e.
Geometry (Å):
1 C 20.352 -11.500 4.609  -0.005
2 O 20.487 -11.416 3.180  -0.485
3 H 21.316 -11.471 5.116  -0.124
4 H 19.710 -10.734 5.044  -0.329
5 H 19.813 -12.435 4.767  0.390
6 H 21.381 -11.408 2.829  0.410
7 C 19.618 -8.543 -1.937  0.256
8 O 18.642 -8.795 -2.937  -0.583
9 H 19.110 -8.152 -1.055  -0.414
10 H 20.070 -9.421 -1.475  0.347
11 H 20.380 -7.839 -2.272  0.281
12 H 17.896 -9.134 -2.435  0.197
13 C 17.095 -5.020 -1.207  -0.357
14 O 17.822 -4.869 0.010  1.403
15 H 17.074 -6.094 -1.391  -0.219
16 H 16.080 -4.625 -1.247  0.389
17 H 17.551 -4.647 -2.124  0.004
18 H 18.476 -5.572 0.006  -0.833
19 C 21.928 -10.946 -0.310  -1.009
20 C 23.134 -10.762 0.550  -0.218
21 C 23.572 -9.227 0.703  0.434
22 O 24.309 -8.820 -0.448  -0.494
23 C 24.832 -7.518 -0.287  -0.445
24 N 22.875 -11.439 1.800  -0.629
25 H 21.589 -11.963 -0.510  0.557
26 H 22.293 -10.678 -1.302  0.582
27 H 21.090 -10.391 0.109  -0.612
28 H 24.021 -11.250 0.146  0.436
29 H 24.226 -9.083 1.563  0.603
30 H 22.647 -8.652 0.741  -0.611
31 H 25.247 -7.285 -1.268  0.392
32 H 25.553 -7.393 0.521  0.346
33 H 24.004 -6.846 -0.062  -0.041
34 H 22.884 -12.443 1.683  0.267
35 H 23.715 -11.288 2.340  0.265
36 C 13.219 -5.091 0.745  -1.281
37 C 13.807 -5.514 2.142  0.249
38 C 15.155 -6.315 2.072  0.367
39 O 15.083 -7.470 1.208  0.889
40 C 14.308 -8.560 1.723  -0.575
41 N 13.999 -4.363 2.930  -0.796
42 H 12.342 -4.460 0.886  0.413
43 H 12.898 -5.987 0.213  0.120
44 H 13.880 -4.500 0.111  0.209
45 H 12.979 -6.096 2.546  0.405
46 H 15.339 -6.783 3.039  0.155
47 H 16.015 -5.668 1.898  -0.753
48 H 14.464 -9.471 1.145  -0.180
49 H 13.272 -8.230 1.653  0.335
50 H 14.609 -8.785 2.746  0.115
51 H 14.467 -4.552 3.804  0.361
52 H 14.634 -3.732 2.461  0.223
53 C 15.212 -9.567 -3.914  -1.909
54 C 15.247 -8.686 -2.712  1.174
55 C 13.903 -8.365 -2.006  0.238
56 O 12.914 -7.984 -2.947  -0.485
57 C 11.723 -7.613 -2.288  -0.705
58 N 16.187 -9.307 -1.767  0.472
59 H 14.745 -8.895 -4.635  0.504
60 H 14.614 -10.478 -3.907  0.215
61 H 16.223 -9.728 -4.287  0.403
62 H 15.677 -7.725 -2.994  -0.256
63 H 14.106 -7.552 -1.309  -0.016
64 H 13.520 -9.254 -1.505  0.111
65 H 10.944 -7.463 -3.035  0.346
66 H 11.801 -6.713 -1.677  0.213
67 H 11.412 -8.348 -1.545  0.313
68 H 15.740 -10.161 -1.466  -0.089
69 H 16.262 -8.801 -0.896  -0.322
70 C 23.655 -1.983 5.224  -1.752
71 C 23.633 -3.385 4.561  0.405
72 C 22.407 -3.572 3.632  -0.120
73 O 21.309 -3.564 4.522  -0.432
74 C 20.051 -3.503 3.820  -0.512
75 N 24.901 -3.619 3.896  -0.566
76 H 23.771 -1.230 4.445  0.308
77 H 24.581 -1.883 5.790  0.484
78 H 22.835 -1.870 5.933  0.341
79 H 23.555 -4.009 5.451  0.170
80 H 22.415 -4.477 3.025  -0.266
81 H 22.345 -2.755 2.913  0.787
82 H 19.300 -3.059 4.474  0.432
83 H 19.592 -4.422 3.456  -0.267
84 H 20.154 -2.770 3.020  0.594
85 H 25.622 -3.413 4.572  0.367
86 H 25.039 -2.984 3.123  0.140
87 C 18.077 -11.974 0.105  -0.790
88 C 17.083 -11.850 1.252  2.111
89 C 15.707 -12.476 0.838  -1.268
90 O 15.118 -11.736 -0.212  -0.297
91 C 13.821 -12.246 -0.675  -0.912
92 N 17.805 -12.440 2.397  -0.804
93 H 18.165 -12.981 -0.302  0.397
94 H 19.076 -11.627 0.369  -0.330
95 H 17.842 -11.273 -0.695  0.171
96 H 16.819 -10.804 1.409  -0.774
97 H 15.075 -12.391 1.722  0.328
98 H 15.798 -13.491 0.452  0.411
99 H 13.813 -13.327 -0.815  0.351
100 H 13.548 -11.705 -1.581  0.211
101 H 13.073 -11.995 0.077  0.351
102 H 18.724 -12.054 2.560  0.270
103 H 17.376 -12.167 3.270  0.467
104 C 18.502 -7.630 1.913  -0.384
105 C 20.053 -7.862 2.052  2.885
106 C 20.846 -6.627 1.622  0.309
107 O 20.402 -6.088 0.418  0.447
108 C 21.109 -4.901 0.087  0.602
109 N 20.280 -8.169 3.460  1.153
110 H 18.120 -6.889 2.616  -0.072
111 H 18.027 -8.603 2.039  -0.318
112 H 18.228 -7.422 0.879  -0.763
113 H 20.259 -8.795 1.528  -0.806
114 H 21.907 -6.875 1.607  -0.092
115 H 20.747 -5.911 2.438  -0.859
116 H 22.191 -5.010 0.016  -0.479
117 H 20.910 -4.114 0.814  0.030
118 H 20.719 -4.464 -0.832  -0.484
119 H 21.280 -8.279 3.557  -0.572
120 H 19.996 -9.124 3.627  -1.014
121 C 17.533 -5.938 -5.140  -0.882
122 C 19.063 -5.938 -5.365  0.087
123 C 19.816 -5.130 -4.256  0.545
124 O 19.387 -3.842 -4.430  -0.476
125 C 19.811 -2.958 -3.382  0.133
126 N 19.629 -7.319 -5.417  -0.734
127 H 16.966 -6.647 -5.744  0.401
128 H 17.084 -4.946 -5.180  0.400
129 H 17.372 -6.306 -4.127  -0.207
130 H 19.345 -5.412 -6.277  0.352
131 H 20.902 -5.224 -4.278  0.191
132 H 19.483 -5.447 -3.267  -0.288
133 H 19.051 -3.014 -2.603  0.009
134 H 19.858 -1.950 -3.794  0.349
135 H 20.837 -3.192 -3.097  -0.414
136 H 20.606 -7.154 -5.223  0.344
137 H 19.299 -7.842 -4.618  0.264
138 C 26.007 0.779 2.161  -1.165
139 C 26.937 -0.428 1.714  0.173
140 C 26.128 -1.418 0.774  -0.862
141 O 25.050 -2.063 1.373  -0.374
142 C 24.692 -3.315 0.701  0.426
143 N 28.130 0.152 1.167  -0.724
144 H 25.227 0.383 2.811  0.092
145 H 25.611 1.348 1.320  0.331
146 H 26.603 1.489 2.733  0.457
147 H 27.162 -0.928 2.656  0.361
148 H 26.833 -2.107 0.310  0.495
149 H 25.787 -0.858 -0.097  0.308
150 H 24.707 -3.219 -0.384  -0.176
151 H 23.803 -3.769 1.141  -0.479
152 H 25.395 -4.128 0.882  0.423
153 H 27.806 0.785 0.450  0.303
154 H 28.577 0.678 1.905  0.305
155 C 24.182 -4.264 -2.752  -1.355
156 C 24.678 -2.928 -3.264  1.378
157 C 25.810 -2.984 -4.321  -0.901
158 O 26.867 -3.794 -3.901  -0.267
159 C 27.942 -3.804 -4.774  -0.833
160 N 23.556 -2.180 -3.751  -0.702
161 H 25.003 -4.870 -2.367  0.465
162 H 23.671 -4.908 -3.468  0.464
163 H 23.523 -4.125 -1.895  0.005
164 H 25.044 -2.443 -2.359  -0.477
165 H 26.241 -1.983 -4.348  0.404
166 H 25.371 -3.277 -5.275  0.431
167 H 28.401 -2.816 -4.817  0.335
168 H 27.753 -4.140 -5.793  0.323
169 H 28.757 -4.435 -4.419  0.257
170 H 23.297 -2.521 -4.666  0.352
171 H 22.756 -2.278 -3.143  0.222
172 C 17.322 -4.555 6.852  -0.418
173 C 16.720 -4.948 5.447  0.554
174 O 15.268 -4.967 5.469  -0.606
175 O 16.614 -3.489 7.393  -0.590
176 H 18.376 -4.278 6.878  0.107
177 H 17.170 -5.331 7.602  0.243
178 H 17.076 -5.937 5.156  -0.055
179 H 17.208 -4.316 4.705  -0.082
180 H 15.061 -5.651 6.109  0.343
181 H 16.547 -2.762 6.770  0.356
182 C 23.362 -9.607 6.185  -0.149
183 C 23.906 -8.362 5.446  -0.541
184 O 23.298 -8.196 4.189  -0.416
185 O 23.822 -10.868 5.715  -0.582
186 H 22.279 -9.501 6.116  -0.136
187 H 23.581 -9.574 7.252  0.497
188 H 24.979 -8.550 5.419  0.431
189 H 23.745 -7.495 6.088  0.296
190 H 23.631 -7.416 3.740  0.078
191 H 23.309 -11.518 6.202  0.334
192 C 18.104 -1.201 0.940  -0.325
193 C 16.665 -1.680 0.724  -0.728
194 O 16.406 -2.888 1.397  -0.442
195 O 19.015 -2.163 0.396  -0.543
196 H 18.310 -1.151 2.009  0.185
197 H 18.280 -0.202 0.540  0.412
198 H 16.535 -1.852 -0.345  0.279
199 H 16.008 -0.871 1.043  0.449
200 H 16.828 -3.670 1.035  0.252
201 H 18.558 -3.000 0.283  0.248
202 C 17.607 -9.452 6.383  -0.006
203 C 17.013 -9.694 4.987  -0.181
204 O 16.823 -11.046 4.800  -0.503
205 O 16.624 -9.719 7.389  -0.582
206 H 17.946 -8.416 6.393  -0.289
207 H 18.427 -10.130 6.620  0.484
208 H 17.690 -9.248 4.258  -0.301
209 H 16.030 -9.233 4.891  0.638
210 H 16.123 -11.405 5.349  0.304
211 H 17.099 -9.712 8.224  0.375
212 C 21.421 -5.799 6.715  0.293
213 C 20.103 -6.619 6.530  -0.922
214 O 19.438 -6.248 5.372  1.612
215 O 22.024 -6.147 7.898  -0.668
216 H 21.257 -4.721 6.745  0.251
217 H 22.080 -6.022 5.877  -0.202
218 H 19.476 -6.520 7.416  0.507
219 H 20.352 -7.680 6.565  -0.083
220 H 19.805 -6.813 4.687  -0.843
221 H 22.849 -5.658 7.945  0.396

Values from the calculation:
Highest occupied orbital energy in eV: -8.3
ΔE to the lowest compared entry with this formula, charge and spin in kJ/mol: 0.0
Total energy in eV: -111545.247
Frontier orbital gap in eV: 8.56
F_max in eV/Å: 3.04

| no. | E_LUMO (eV) |
| --- | --- |
| 1 | -0.084 |
| 2 | 0.271 |